Record 1
A 2-piece molecular cluster, C3H2FO3 overall at a distorted geometry, computed with wB97M-V/def2-TZVPD.

Calculated values
calculated total energy = -12001.68630 eV
charge = -1
energy above the lowest of the compared OMol25 structures with the same formula, charge and spin = 88.9 kcal per mole
HOMO-LUMO gap = 7.68 eV
LUMO energy = 3.86 eV

```
9
Properties=species:S:1:pos:R:3:forces:R:3:lowdin_charge:R:1
C -0.39937 -1.56108 0.42079 1.18 -2.37 0.39 -0.3802
C -1.00045 -0.87770 -0.54932 -0.31 -0.77 -0.69 -0.1335
C 0.38223 1.77528 -0.87673 1.17 1.85 -1.89 -0.5637
O -0.21384 2.76236 -1.13153 -1.18 -0.32 0.78 0.1143
O 1.40754 1.21658 -0.95925 0.56 -1.30 0.75 0.1255
O 0.31060 -1.05800 1.51289 0.75 1.78 0.08 -0.1389
F -0.78847 0.57383 -0.14486 -0.65 0.59 0.58 -0.2244
H -0.25526 -2.74402 0.38445 -0.72 2.77 -0.06 0.1022
H 0.55700 -0.08726 1.34356 -0.80 -2.22 0.04 0.0987
```
Forces are in eV/Å.



Record 2
One molecule with the formula C5H9NS at a distorted geometry, computed with wB97M-V/def2-TZVPD.

Calculated values
calculated total energy = -17655.90513 eV
charge = 0
energy above the lowest of the compared OMol25 structures with the same formula, charge and spin = 6.7 kcal per mole
SMILES = C=C1SCC[C@H]1N
HOMO-LUMO gap = 9.07 eV
LUMO energy = 0.95 eV

```
16
Properties=species:S:1:pos:R:3:forces:R:3:lowdin_charge:R:1
C 0.61650 -0.31578 0.12836 0.33 -0.58 0.82 -0.4541
C -0.49058 -1.30287 -0.22376 -0.16 -0.53 0.09 -0.2319
C -1.59859 -0.48357 -0.88388 -0.26 -0.15 -0.17 -0.4661
C -0.09221 0.86657 0.75030 0.27 0.46 0.35 -0.6122
C 0.47106 1.68991 1.63981 -0.97 0.22 -0.07 -0.0236
H 1.87486 -0.65163 -1.47584 -0.70 0.99 0.46 0.0987
H 1.87500 0.91506 -0.90335 0.01 -0.08 -0.06 0.0753
H 1.31977 -0.77541 0.88619 -0.59 0.49 -0.63 0.1500
H -0.12001 -2.07368 -0.91168 -0.05 0.09 0.11 0.1123
H -0.86345 -1.81970 0.68813 0.20 0.43 -0.50 0.1253
H -2.57005 -0.99185 -0.86708 0.26 0.08 -0.02 0.0707
H -1.34371 -0.23358 -1.92455 -0.05 0.01 0.43 0.0740
H 1.46617 1.49011 1.99589 0.23 0.04 0.08 0.0529
H -0.08358 2.54689 2.06644 0.48 -0.58 -0.31 0.0650
N 1.27751 0.11869 -1.09628 0.79 -0.82 -0.51 0.0453
S -1.73869 1.02085 0.13130 0.21 -0.06 -0.06 0.9184
```
Forces are in eV/Å.



Record 3
One molecule with the formula C2H6N2O2 at a distorted geometry, computed with wB97M-V/def2-TZVPD.

Calculated values
calculated total energy = -9240.26288 eV
charge = 0
energy above the lowest of the compared OMol25 structures with the same formula, charge and spin = 0.6 kcal per mole
HOMO-LUMO gap (alpha / beta) = 8.66 / 9.46 eV
LUMO energy (alpha / beta) = 1.00 / -0.44 eV
2S+1 = 3

```
12
Properties=species:S:1:pos:R:3:forces:R:3:mulliken_spin:R:1
C -1.72717 -0.95809 0.30613 3.51 -4.22 0.15 -0.0118
C 1.55348 1.00216 0.08677 -0.28 0.24 2.16 -0.0083
N -0.74340 0.08028 0.15274 -0.17 1.59 0.00 0.4805
N 0.74346 -0.11181 -0.29488 -1.73 -1.19 -0.31 0.4802
O -1.06354 1.26676 0.44675 0.32 -0.54 -0.17 0.4854
O 1.09784 -1.20001 -0.83431 -0.63 1.34 0.79 0.4845
H -1.45946 -1.70815 -0.55153 -0.91 1.06 1.65 0.0086
H -2.72407 -0.62390 0.26558 -0.85 0.83 -0.24 0.0034
H -1.53447 -1.53150 1.32864 -0.51 1.08 -1.97 0.0364
H 2.20363 1.24543 -0.71004 0.53 0.46 -0.89 0.0116
H 2.16388 0.72236 0.97273 -0.18 0.08 -0.43 0.0313
H 0.86250 1.82180 0.42199 0.89 -0.72 -0.73 -0.0019
```
Forces are in eV/Å.



Record 4
A 2-piece molecular cluster, H4O2 overall at a distorted geometry, computed with wB97M-V/def2-TZVPD.

Calculated values
calculated total energy = -4159.58971 eV
charge = 0
energy above the lowest of the compared OMol25 structures with the same formula, charge and spin = 8.1 kcal per mole
SMILES = O.O
HOMO-LUMO gap = 12.12 eV
LUMO energy = 0.48 eV

```
6
Properties=species:S:1:pos:R:3:forces:R:3:lowdin_charge:R:1
H 2.39909 -0.03548 0.42050 -0.11 -0.04 -0.18 0.0385
H 0.93525 0.42215 0.46650 1.13 -0.69 -0.92 0.0386
H -1.12093 0.75635 0.02427 -0.85 -0.53 -0.27 0.0288
H -1.14029 -0.74277 0.32289 -1.23 1.08 -0.76 0.0612
O 1.59652 -0.03763 -0.11968 -0.91 0.74 1.18 -0.0759
O -1.73066 -0.01240 -0.03459 1.98 -0.55 0.96 -0.0911
```
Forces are in eV/Å.



What is the charge in the third record? 0



Look up the charge of the second one. 0